The following is a quantum chemistry calculation of one molecule with the formula C6H7NO3 at a distorted geometry, from the Open Molecules 2025 dataset.

```
17
Properties=species:S:1:pos:R:3:lowdin_charge:R:1
H 2.8238 -0.2893 1.5900 0.14
N 2.2959 -0.5397 0.6309 0.16
C 1.2993 -1.1558 1.0793 -0.35
O 1.3441 -1.1684 2.5448 -0.01
C 0.0689 -1.5873 0.2925 -0.24
O 0.0845 -2.6043 -0.3441 0.16
C -1.1756 -0.6626 0.2611 -0.30
O -1.0104 0.5415 0.1523 0.12
C -2.4823 -1.3164 0.3197 -0.20
C -3.5932 -0.6041 1.0813 -0.09
C -3.6393 -0.6224 -0.3944 -0.09
H 0.4327 -1.3655 2.8463 0.10
H -2.4727 -2.4041 0.3280 0.14
H -4.2680 -1.2527 1.6389 0.11
H -3.3116 0.3272 1.5738 0.12
H -3.3873 0.2940 -0.9289 0.12
H -4.3428 -1.2868 -0.8950 0.11
```

maximum force: 3.6 eV/A
structure (SMILES): [H]/N=C(\O)C(=O)C(=O)C1CC1
HOMO energy: -10.07 eV
total charge: 0
multiplicity: 1
ΔE to the lowest compared entry with this formula, charge and spin: 2.471 eV
E_tot: -13965.491 eV

=====

The following is a quantum chemistry calculation of C18H38BF18LiN4O10PSi as an isolated structure at a distorted geometry, from the Open Molecules 2025 dataset.

```
92
Properties=species:S:1:pos:R:3:lowdin_charge:R:1
C 0.2865 -3.8520 0.9674 -0.16
Si 0.4020 -3.0977 -0.7216 0.53
C 1.5732 -4.0947 -1.7706 -0.14
C 1.0546 -1.3750 -0.5464 -0.16
N -1.3126 -3.0665 -1.4076 -0.01
C -2.1211 -1.9570 -1.3775 -0.13
N -3.2880 -2.1942 -1.8861 0.13
N -3.2231 -3.4879 -2.2545 0.10
C -2.0510 -4.0236 -1.9854 -0.03
H 1.2170 -3.7528 1.5163 0.05
H -0.0188 -4.8950 0.8741 0.04
H -0.5368 -3.3747 1.5017 0.04
H 2.4433 -3.4760 -1.9885 0.04
H 1.9314 -4.9301 -1.1729 0.04
H 1.1886 -4.4582 -2.7218 0.02
H 1.2063 -0.9081 -1.5187 0.04
H 0.3847 -0.7719 0.0631 0.03
H 2.0241 -1.4682 -0.0617 0.05
H -1.8380 -1.0104 -0.9584 0.14
H -4.0044 -3.9774 -2.6704 0.19
H -1.7365 -5.0370 -2.1699 0.17
C -5.0078 -1.3943 0.5784 -0.06
C -5.7270 -0.5680 1.6337 -0.51
O -5.2496 -0.4020 2.7218 0.08
C -7.0592 0.0306 1.2647 -0.02
H -4.0680 -1.7594 0.9943 0.06
H -5.6206 -2.2475 0.2802 0.08
H -4.7996 -0.7768 -0.2961 0.06
H -7.7659 -0.7588 1.0045 0.09
H -6.9476 0.7090 0.4130 0.08
H -7.4435 0.5734 2.1268 0.07
C 5.0845 2.3098 3.0817 -0.01
O 3.7989 2.9641 3.0389 0.01
C 2.8063 2.2495 2.5512 -0.63
O 2.8540 1.1156 2.1445 0.11
O 1.6925 2.9997 2.5871 -0.01
C 0.5247 2.3442 2.0928 -0.05
H 5.7806 3.0170 3.5106 0.05
H 5.0472 1.4251 3.7117 0.10
H 5.4107 2.0426 2.0785 0.10
H 0.2954 1.4613 2.6867 0.10
H 0.6532 2.0677 1.0470 0.09
H -0.2873 3.0595 2.1819 0.09
F 7.6230 4.1067 3.8616 -0.17
P 7.6254 5.6978 3.6261 0.44
F 6.9485 5.3157 2.1666 -0.19
F 6.0231 5.6681 4.2026 -0.26
F 7.5310 7.0817 4.6777 -0.35
F 8.4024 6.7624 2.6401 -0.19
F 9.1115 5.5294 4.3055 -0.18
C -0.4358 -2.4704 -5.2528 -0.04
C 0.2479 -3.6178 -6.0185 -0.44
C 0.6765 -3.3683 -7.4687 -0.31
F -0.3855 -3.1002 -8.2478 0.11
F 1.2760 -4.4824 -7.9360 0.11
F -0.5087 -4.7154 -5.9442 0.16
F 1.4072 -3.8752 -5.3228 0.08
O -1.8429 -2.4713 -5.1122 0.02
C -2.6881 -1.9678 -6.0743 -0.54
C -3.6001 -3.1042 -6.5357 -0.31
F -2.8574 -4.1128 -6.9703 0.13
F -4.4304 -2.6741 -7.5121 0.11
F -2.0169 -1.3597 -7.0621 0.16
F -3.4681 -1.0222 -5.4960 0.14
H -0.0939 -2.6111 -4.2315 0.12
H -0.0698 -1.4927 -5.5709 0.15
H 1.3894 -2.5397 -7.5242 0.17
H -4.1994 -3.4558 -5.6907 0.17
Li 5.9104 7.7422 5.3800 0.86
C 2.2899 8.2394 3.1431 0.05
N 1.4434 9.3886 3.5670 -0.46
O 0.2563 9.3296 3.3622 0.09
O 2.0282 10.3138 4.1012 0.04
H 1.6633 7.4810 2.6904 0.10
H 3.0205 8.6173 2.4345 0.10
H 2.7716 7.8628 4.0398 0.09
O 6.7548 2.7962 5.9464 -0.36
H 7.2315 2.6887 6.7813 -0.09
C -7.5761 0.6637 5.0075 -0.55
O -7.9484 -0.5752 4.6552 -0.43
H -8.3519 1.4770 4.8447 0.02
H -7.2871 0.8215 6.0898 0.02
H -6.6791 1.0813 4.4572 0.01
O 5.6519 3.9418 8.0169 0.13
H 6.3303 4.5191 8.3943 0.13
H 5.8618 3.7378 6.8892 0.14
H 4.7573 4.2415 8.2378 0.13
B -3.4879 -7.5373 -6.1226 -1.25
F -2.6008 -6.7897 -5.2869 0.03
F -4.6404 -7.8615 -5.3815 0.07
F -3.8527 -6.7503 -7.2326 0.08
F -2.8541 -8.7045 -6.5602 0.09
```

maximum force: 3.9 eV/A
HOMO energy: -2.18 eV
total charge: -1
multiplicity: 1
ΔE to the lowest compared entry with this formula, charge and spin: 0.000 eV
E_tot: -112683.842 eV

=====

The following is a quantum chemistry calculation of C28H41F8NO17PSSi2 as an isolated structure at a distorted geometry, from the Open Molecules 2025 dataset.

```
99
Properties=species:S:1:pos:R:3:lowdin_charge:R:1
C -2.7732 2.2410 7.1905 0.06
C -2.9197 1.5282 6.2237 -0.23
C -3.1547 1.0579 4.8087 -0.22
Si -1.5144 0.6608 3.8884 0.50
C -0.0962 0.8472 5.1307 -0.20
C 1.2552 0.2176 4.6662 -0.26
O 1.3046 -0.0555 3.2633 -0.17
C 2.6267 -0.2103 2.7952 -0.13
C 3.1607 -1.6500 3.0202 -0.37
F 2.1368 -2.5256 2.8695 0.13
F 3.5391 -1.7352 4.3477 0.09
C 4.4254 -2.0250 2.1997 -0.34
F 4.8815 -3.2171 2.7095 0.12
F 5.3790 -1.1109 2.4671 0.16
C 4.2051 -2.2591 0.6800 -0.35
F 3.7267 -1.1908 0.0171 0.16
F 5.4521 -2.5007 0.1620 0.12
C 3.3663 -3.5502 0.3422 -0.25
F 3.7952 -3.9463 -0.9039 0.06
F 2.0570 -3.2615 0.1900 0.10
O -1.3786 1.5693 2.4788 -0.31
Si -0.8044 3.1623 2.6389 0.19
S -1.4598 4.1839 4.4115 0.49
P 1.4422 3.1235 2.4338 0.59
O 2.0073 4.3197 1.7395 -0.51
C -1.5147 4.1630 1.1471 -0.82
O -0.8870 5.1093 0.6506 -0.08
O -2.6571 3.7709 0.7967 -0.10
C -1.6376 -1.1552 3.3836 -0.19
C -2.2361 -1.5994 2.1822 -0.07
C -2.3753 -2.9414 1.8017 -0.15
N -1.9472 -3.9296 2.5892 0.05
C -1.3606 -3.5339 3.7092 -0.19
C -1.1607 -2.2373 4.1967 -0.06
H -2.5535 2.9397 7.9826 0.03
H -3.7983 1.7454 4.2349 0.09
H -3.7184 0.1045 4.9133 0.08
H 0.0780 1.8830 5.4759 0.06
H -0.4006 0.2771 6.0358 0.09
H 2.0964 0.8447 5.0190 0.12
H 1.3566 -0.7610 5.1867 0.11
H 3.3293 0.4789 3.3140 0.14
H 2.6149 0.1081 1.7392 0.12
H 3.5514 -4.3805 1.0389 0.17
H -1.5972 5.5007 4.1003 -0.15
H 1.7155 1.9960 1.5955 -0.01
H 1.9791 2.9570 3.7479 -0.02
H -2.6323 -0.8332 1.4964 0.11
H -2.8841 -3.1712 0.8551 0.11
H -0.9935 -4.3468 4.3620 0.10
H -0.6767 -2.0456 5.1622 0.10
C -2.9996 9.5084 -4.5775 -0.06
O -2.5403 8.2111 -4.2163 0.00
C -2.9124 7.8194 -2.9848 -0.60
O -3.5773 8.4748 -2.2171 0.08
O -2.4287 6.6121 -2.7721 0.02
C -2.7447 6.0497 -1.4769 -0.02
H -2.6394 9.7123 -5.5840 0.09
H -4.0896 9.5451 -4.5827 0.09
H -2.5950 10.2631 -3.9023 0.10
H -3.8232 5.9449 -1.3588 0.10
H -2.3275 6.6598 -0.6816 0.09
H -2.2943 5.0664 -1.4245 0.08
C 4.2525 -5.7751 -3.4847 -0.03
O 3.3098 -5.3566 -4.4718 0.02
C 2.2095 -6.1062 -4.5228 -0.62
O 1.9729 -7.0633 -3.8305 0.12
O 1.4152 -5.6137 -5.4754 0.01
C 0.1893 -6.3251 -5.6413 -0.04
H 5.1031 -5.0995 -3.5307 0.10
H 3.8185 -5.7154 -2.4890 0.08
H 4.6018 -6.7860 -3.6918 0.08
H -0.4034 -6.2888 -4.7278 0.10
H 0.3798 -7.3576 -5.9334 0.10
H -0.3655 -5.8336 -6.4370 0.09
C -10.2381 8.5190 -1.0947 -0.06
O -9.2274 9.5142 -1.2274 -0.01
C -7.9756 9.0280 -1.2036 -0.62
O -7.6771 7.8700 -1.0841 0.13
O -7.1351 10.0485 -1.3354 0.00
C -5.7430 9.6786 -1.3277 -0.04
H -11.2002 9.0267 -1.1277 0.09
H -10.1896 7.8077 -1.9191 0.10
H -10.1477 8.0028 -0.1391 0.10
H -5.5186 9.0206 -2.1525 0.07
H -5.4771 9.2121 -0.3808 0.11
H -5.1628 10.5910 -1.4417 0.10
C 4.6823 -9.6958 -3.6515 -0.04
O 6.0864 -9.4260 -3.6338 0.00
C 6.8204 -10.2898 -4.3360 -0.62
O 6.4045 -11.2346 -4.9533 0.12
O 8.1013 -9.9225 -4.2345 0.00
C 9.0086 -10.7649 -4.9431 -0.05
H 4.1920 -8.9327 -3.0522 0.08
H 4.2928 -9.6403 -4.6674 0.10
H 4.4708 -10.6708 -3.2135 0.10
H 8.7912 -10.7530 -6.0108 0.10
H 8.9711 -11.7828 -4.5562 0.10
H 10.0092 -10.3683 -4.7862 0.09
```

maximum force: 2.4 eV/A
HOMO energy: -4.71 eV
total charge: -1
multiplicity: 1
E_tot: -123620.837 eV